No. 1
17
Properties=species:S:1:pos:R:3:forces:R:3:nbo_charge:R:1 method="wB97M-V/def2-TZVPD" multiplicity=1 e_homo_ha=-0.5084 lumo_ev=-4.193 charge=+1
N 1.366916 -1.489965 0.705716 3.2 2.5 1.7 -0.743
C -0.121196 -1.376042 0.899660 0.3 0.4 -1.9 -0.087
C -0.946776 -0.805832 -0.023582 -0.3 -1.6 -1.0 -0.137
C -0.957562 0.278626 -1.180045 -2.8 -1.2 0.2 -0.471
C -0.556529 1.686797 -0.743716 1.8 -0.7 0.4 -0.512
C 0.473803 1.533633 0.387481 2.2 2.4 -1.2 0.436
O 1.715701 1.471606 0.393925 -2.8 -1.1 -0.7 -0.543
H 1.739197 -2.459477 0.723305 -0.8 0.4 0.0 0.455
H 1.918688 -0.972602 1.495106 -1.1 -1.1 -1.1 0.461
H 1.869233 -1.021944 -0.105277 -1.5 -0.4 0.5 0.473
H -0.415364 -1.897941 1.818049 -0.1 -0.3 -0.9 0.249
H -1.793894 -1.517610 -0.171518 -0.5 1.4 1.2 0.260
H -2.064139 0.489823 -1.413167 1.2 -1.1 0.6 0.261
H -0.698256 -0.205329 -2.150585 0.9 0.8 0.7 0.269
H -1.427005 2.280050 -0.328243 1.1 -0.8 -0.6 0.245
H -0.062999 2.187083 -1.556964 0.0 0.5 -0.4 0.264
H -0.039816 1.819122 1.249858 -0.5 -0.2 2.6 0.120

=====

No. 2
17
Properties=species:S:1:pos:R:3:forces:R:3:nbo_charge:R:1 method="wB97M-V/def2-TZVPD" multiplicity=1 e_homo_ha=-0.4443 lumo_ev=-8.715 charge=+1
O 1.728057 -0.067533 0.187780 -0.1 0.6 0.7 -0.298
C 0.736625 -0.071522 -0.483844 1.3 -1.2 -1.0 0.263
C -0.463424 0.709451 -0.220721 -1.9 0.1 0.2 0.353
C -1.688489 0.223831 -0.813505 0.3 0.7 -0.2 -0.578
C -2.373624 -0.714108 0.239966 0.5 -0.2 1.0 -0.184
C -3.686530 -0.830359 0.332855 0.0 0.6 -0.6 -0.272
N 5.028569 0.378554 0.679883 0.0 -0.6 0.2 -1.066
H 0.661044 -0.742058 -1.348323 -0.1 -0.1 -0.2 0.163
H -0.462699 1.560272 0.457801 0.1 0.0 0.1 0.256
H -1.510393 -0.366033 -1.709935 0.1 0.0 -0.1 0.275
H -2.386449 1.047357 -0.981071 -0.1 0.0 0.0 0.306
H -1.683223 -1.248397 0.879265 -0.2 -0.3 -0.1 0.225
H -4.322814 -0.224131 -0.301198 -0.1 -0.1 0.1 0.217
H -4.174033 -1.534803 0.989767 0.2 -0.1 0.1 0.252
H 5.363161 0.945857 -0.076678 -0.1 0.2 -0.1 0.367
H 5.173326 0.819608 1.568943 0.1 0.3 0.2 0.366
H 4.060891 0.114010 0.599021 0.0 0.1 -0.3 0.354

=====

No. 3
17
Properties=species:S:1:pos:R:3:forces:R:3:nbo_charge:R:1 method="wB97M-V/def2-TZVPD" multiplicity=1 e_homo_ha=-0.4573 lumo_ev=-4.493 charge=+1
C 1.676119 -0.956167 -0.278052 2.9 1.1 -1.7 0.452
C -3.062644 -0.644878 1.227238 -3.0 -1.1 0.7 -0.463
C -1.898511 -0.096365 1.051683 2.8 -1.2 -2.0 0.295
C -1.264067 0.400396 -0.316666 0.2 0.5 3.3 -0.638
C 3.713162 -0.275365 -1.702288 -1.3 -1.5 -3.5 -0.456
N 2.641534 -0.713032 -0.880302 -3.1 -0.7 2.5 -0.188
O -0.828751 -0.507510 1.836741 1.2 0.8 -0.6 -0.753
H -1.038605 -0.695526 2.743249 -0.5 -0.2 0.6 0.503
H -3.361187 -1.364943 2.045717 0.9 1.2 -0.6 0.224
H -3.905235 -0.519264 0.554654 0.3 0.4 -0.2 0.225
H 0.716872 -1.015673 0.258622 0.4 -0.3 0.2 0.334
H -0.746973 -0.397528 -0.790424 0.3 -1.2 -0.2 0.176
H -0.471331 1.179952 -0.136287 -1.3 -0.2 -0.3 0.216
H -2.042264 0.600227 -0.981564 -1.1 1.2 -1.1 0.246
H 4.685040 -0.574216 -1.432483 0.9 -0.8 0.9 0.276
H 3.699352 0.779253 -1.786307 -0.3 1.1 0.0 0.271
H 3.476087 -0.752517 -2.756701 0.6 1.1 2.0 0.279

=====

No. 4
17
Properties=species:S:1:pos:R:3:forces:R:3:nbo_charge:R:1 method="wB97M-V/def2-TZVPD" multiplicity=1 e_homo_ha=-0.5393 lumo_ev=-5.906 charge=+1
C -1.378259 -1.517064 0.200309 3.8 1.3 0.1 -0.005
C 2.371969 -0.183454 0.236719 -2.5 -2.1 -0.6 -0.598
C 1.008414 0.389920 -0.306649 0.7 0.6 0.2 -0.567
C 0.046832 0.995637 0.623434 -1.8 -0.3 -1.7 0.559
C -2.179681 0.664818 -0.394273 2.1 -2.0 -4.2 0.038
N -2.174954 -0.757695 -0.326909 -2.4 1.5 -0.8 -0.354
O -1.202691 1.305607 0.443942 2.8 -0.2 2.1 -0.381
H -1.427209 -2.537593 -0.007832 -0.3 -1.8 0.4 0.221
H 3.132665 0.423817 0.634808 0.4 1.4 0.6 0.248
H 2.120952 -0.998176 0.936388 0.4 0.2 -0.2 0.222
H 2.766795 -0.635619 -0.665758 0.3 -0.3 0.0 0.246
H 0.445384 -0.330965 -0.881743 0.5 0.1 -0.9 0.255
H 1.362203 1.214515 -0.919394 -0.4 0.5 -0.7 0.305
H -0.336792 -1.094834 0.476584 -1.7 -1.2 1.0 0.114
H 0.437917 1.227699 1.558075 0.2 1.1 1.9 0.206
H -3.145811 0.944209 -0.068992 -0.7 1.2 0.1 0.253
H -1.847728 0.889178 -1.538707 -1.4 -0.1 2.7 0.238

=====

No. 5
17
Properties=species:S:1:pos:R:3:forces:R:3:nbo_charge:R:1 method="wB97M-V/def2-TZVPD" smiles=C[C@]12CC[C@@]1([NH3+])O2 multiplicity=1 e_homo_ha=-0.5271 lumo_ev=-3.955 charge=+1
C 1.437672 0.877447 -1.032278 2.8 0.9 0.4 -0.666
C 0.773725 0.114699 0.051559 -0.1 0.3 -0.3 0.266
C 0.880563 -1.366397 0.382829 -0.4 0.5 1.9 -0.416
C -0.671615 -1.348779 0.719858 -1.4 -0.4 1.5 -0.424
C -0.665099 0.185421 0.394887 3.0 -4.0 0.2 0.259
N -1.675523 1.024354 -0.062696 -1.9 1.4 -0.8 -0.706
O 0.269385 0.794796 1.232225 0.2 0.1 0.2 -0.463
H 1.063521 1.936333 -0.960325 0.5 -0.9 -0.6 0.231
H 1.262339 0.365405 -1.983910 -0.3 0.4 0.0 0.243
H 2.643438 0.891514 -0.962215 -2.8 0.1 0.2 0.268
H 1.658749 -1.712750 1.135767 -1.3 0.7 -0.7 0.258
H 0.987051 -1.940404 -0.480388 0.4 -0.9 -1.6 0.228
H -1.304310 -2.127431 0.107038 1.1 1.9 1.1 0.253
H -0.962044 -1.350711 1.822405 0.5 -0.8 -1.3 0.241
H -1.687258 1.013387 -1.137860 -0.4 0.7 1.9 0.476
H -1.417624 1.923936 0.424621 -0.6 -0.2 -1.3 0.487
H -2.592975 0.719188 0.348480 0.6 0.4 -0.8 0.464

=====

No. 6
17
Properties=species:S:1:pos:R:3:forces:R:3:nbo_charge:R:1 method="wB97M-V/def2-TZVPD" multiplicity=1 e_homo_ha="-0.4689 / -0.4689" lumo_ev="-4.054 / -4.053" charge=+1
C 0.119365 0.419478 0.049089 2.8 -1.8 -0.2 0.308
C -1.720447 -1.365485 0.056277 -0.1 -1.0 0.0 -0.218
C -2.430849 -0.051714 0.075392 -0.7 0.4 0.1 -0.240
C 0.360711 1.862118 0.062413 -0.4 0.3 0.1 -0.741
C 2.183189 -1.063032 -0.019669 -1.8 1.6 0.2 0.201
N -0.997538 -0.148242 0.053951 -0.5 0.5 0.0 -0.351
O 3.138242 -0.193867 0.103912 0.3 -0.1 0.0 -0.592
H -1.677998 -1.956517 0.962067 0.0 0.1 0.1 0.234
H -1.709330 -1.949185 -0.855682 0.0 0.1 -0.1 0.232
H -2.907488 0.303741 -0.827168 0.1 0.0 -0.1 0.238
H -2.882374 0.295886 0.993857 0.1 0.0 0.1 0.239
H 1.395067 2.078491 0.321904 0.0 0.0 0.0 0.247
H -0.304118 2.371621 0.763151 0.0 0.1 0.0 0.252
H 0.161991 2.265793 -0.934336 0.0 0.0 0.0 0.266
H 1.890178 -1.549863 0.898006 0.1 -0.1 0.0 0.209
H 1.904509 -1.487989 -0.972320 0.2 0.0 -0.1 0.199
H 3.476894 0.168771 -0.730839 -0.2 -0.2 0.0 0.517

=====

No. 7
18
Properties=species:S:1:pos:R:3:forces:R:3:nbo_charge:R:1 method="wB97M-V/def2-TZVPD" smiles="CCC(=O)NCC[O-]" multiplicity=1 e_homo_ha=-0.0962 lumo_ev=3.582 charge=-1
C -2.461046 -1.417408 0.518959 -0.1 -0.5 0.7 -0.602
C -1.175973 -0.831117 -0.062074 -1.3 0.0 -0.2 -0.510
C -0.094534 -0.716725 0.975828 1.2 0.4 0.4 0.669
O -0.200546 -1.223435 2.092429 -0.2 -0.1 -0.1 -0.680
N 0.983553 0.018902 0.619482 -0.6 -0.1 -0.6 -0.594
C 1.280317 0.526925 -0.712261 1.6 0.3 -0.3 -0.292
C 1.962786 1.956583 -0.719269 -1.2 0.4 0.8 0.004
O 1.618244 2.622472 -1.815702 0.6 0.0 -0.6 -0.942
H -2.642006 -0.954905 1.493713 -0.2 0.3 -0.3 0.220
H -2.472142 -2.480621 0.798582 0.5 0.1 -0.5 0.202
H -3.298961 -1.254313 -0.158825 -0.1 0.1 0.1 0.191
H -1.474272 0.161771 -0.416306 0.4 0.1 0.1 0.231
H -0.868950 -1.351585 -0.971877 0.3 -0.1 0.2 0.223
H 1.768715 0.112140 1.246669 -0.4 -0.2 0.4 0.392
H 1.991223 -0.191019 -1.176469 -0.4 0.3 -0.1 0.153
H 0.471595 0.719265 -1.404858 -0.6 -0.4 0.4 0.223
H 3.060902 1.782187 -0.515586 -0.1 0.2 -0.1 0.057
H 1.551091 2.520879 0.207563 0.5 -0.8 -0.2 0.055

=====

No. 8
18
Properties=species:S:1:pos:R:3:forces:R:3:nbo_charge:R:1 method="wB97M-V/def2-TZVPD" multiplicity=1 e_homo_ha=-0.1489 lumo_ev=3.031 charge=-1
C -0.604920 0.865792 -1.037959 -0.3 1.8 0.9 -0.701
C -1.827383 0.517560 -0.247033 -1.1 0.3 0.2 -0.245
C -2.047154 -0.418727 0.697849 -0.5 2.1 -0.2 -0.283
C -1.053000 -1.151718 1.461464 0.0 -3.1 -5.1 -0.485
N 1.937247 -0.371630 0.069169 1.0 -0.5 0.6 -0.947
C 2.875311 0.531439 -0.590006 -1.1 0.0 -0.2 0.868
O 4.060776 0.374574 -0.254881 0.2 0.1 0.0 -0.799
O 2.333269 1.302179 -1.412175 0.4 0.2 -0.2 -0.817
H -0.027430 0.057382 -1.479692 -0.1 -0.1 0.0 0.252
H 0.065767 1.498109 -0.443742 0.5 -0.7 0.2 0.255
H -0.824206 1.663789 -1.752408 -0.4 -0.6 -0.6 0.223
H -2.719654 1.121423 -0.407076 0.0 -0.2 -0.6 0.181
H -0.966591 -1.728245 -0.131826 0.8 0.0 3.8 0.155
H -3.095967 -0.651474 0.874118 0.1 0.2 0.5 0.196
H 0.973861 -0.104666 0.173656 0.4 0.4 -0.2 0.352
H -1.436366 -2.037680 1.952665 0.3 0.1 0.4 0.207
H -0.027750 -0.845669 1.588251 -0.1 0.2 0.3 0.235
H 2.384191 -0.622446 0.939632 -0.3 -0.3 0.1 0.353

=====

Summary of energy in eV
-8874.5905, -8873.1566, -8874.5913, -8874.0662, -8875.0632, -8873.7851, -10932.2487, -10929.8530
(order as listed above)
Summary of largest force on an atom in eV/A
4.4, 2.0, 4.0, 5.1, 5.0, 3.3, 1.7, 5.9
(order as listed above)